# 1
The following is a quantum chemistry calculation of 7 unconnected molecules or ions with the total composition C46H78B2FN10O5 in a non-equilibrium geometry, from the OMol25 dataset.

LUMO level: -3.1 eV
total charge: +1
frontier orbital gap: 0.231 Eh

Cartesian coordinates (Å):
C1 -1.58742 2.55426 4.43236
C2 -1.37001 1.88963 2.91765
C3 0.16944 2.30781 2.41443
N1 0.62788 1.37511 1.38287
C4 1.97965 0.72400 1.53551
C5 3.03615 1.94728 1.84196
C6 2.94638 3.19633 0.73191
C7 2.98469 4.68913 1.47622
N2 2.01899 5.81815 1.19258
O1 4.00562 4.86358 2.36038
C8 2.02465 -0.48750 2.68529
B1 2.16004 -0.04089 4.23220
O2 3.44196 0.42654 4.86408
O3 0.97024 -0.03993 5.13309
C9 0.97616 -1.20072 6.03675
C10 -0.58845 -1.79161 6.02007
N3 0.82908 -1.40225 2.53675
C11 0.85347 -2.17988 1.20454
B2 -0.63499 -2.88701 1.08132
O4 -0.86446 -4.32302 0.68398
C12 -2.09078 -2.09945 1.36725
C13 -3.05712 -2.92909 2.42054
C14 1.97385 -3.40122 1.27951
F1 2.01671 -4.24971 0.03004
C15 1.78040 -4.46632 2.50395
C16 1.68360 -6.05403 1.98433
C17 1.27593 -1.18034 -0.00745
C18 0.02237 -0.66566 -0.98892
C19 -0.26863 -1.66248 -2.25958
N4 2.19224 -0.04251 0.28098
C20 3.42907 0.03673 -0.48084
C21 4.53590 -1.20235 -0.26453
C22 5.45822 -1.04970 1.07011
O5 5.84453 -2.39068 1.55471
H1 -0.59611 2.55660 5.06984
H2 -2.39146 1.97370 5.06414
H3 -1.95081 3.67707 4.38850
H4 -1.51425 0.73400 3.03055
H5 -2.20361 2.33322 2.20928
H6 0.03074 3.38825 1.92558
H7 0.78792 2.46596 3.38262
H8 0.43071 1.70732 0.41436
H9 4.18067 1.60973 1.79669
H10 2.90432 2.47824 2.87245
H11 3.94379 3.16863 0.07609
H12 2.06503 3.07747 -0.02539
H13 1.03506 5.51951 1.37186
H14 2.15531 6.09608 0.17969
H15 3.02115 -1.08944 2.41886
H16 4.15217 -0.27775 4.76585
H17 1.33974 -0.97279 7.12900
H18 1.61790 -2.04470 5.49485
H19 -1.38606 -0.96018 6.22754
H20 -0.72702 -2.67006 6.81419
H21 -0.85993 -2.26893 4.96339
H22 0.83849 -2.03794 3.37928
H23 -0.02279 -0.80976 2.65301
H24 -1.00336 -4.88389 1.51718
H25 -1.95105 -0.96731 1.63013
H26 -2.65886 -2.14007 0.31928
H27 -3.56567 -3.88924 1.92790
H28 -3.96793 -2.19751 2.66227
H29 -2.55234 -3.17085 3.44918
H30 3.09138 -2.99172 1.37776
H31 0.91588 -4.22670 3.25714
H32 2.77685 -4.45053 3.16339
H33 1.61696 -6.73919 2.93463
H34 2.73109 -6.31457 1.47436
H35 0.84266 -6.22649 1.19104
H36 1.88895 -1.86257 -0.77947
H37 0.46509 0.33035 -1.48299
H38 -0.91837 -0.30935 -0.39910
H39 0.79081 -1.97365 -2.70656
H40 -0.84815 -2.64360 -1.96533
H41 -0.83229 -1.07928 -3.12286
H42 3.12618 -0.11092 -1.63256
H43 4.07912 1.00068 -0.49151
H44 5.27881 -1.06999 -1.19176
H45 4.05199 -2.26707 -0.42842
H46 6.47668 -0.52372 0.73651
H47 5.02275 -0.39090 1.92927
H48 6.24463 -2.29928 2.48601
N5 7.61242 5.05612 -0.76880
C23 7.06467 4.75617 0.45126
C24 6.31465 5.83688 0.85837
C25 6.40862 6.82094 -0.15457
C26 7.21359 6.31125 -1.14863
H49 8.21574 4.44639 -1.30534
H50 7.25625 3.80260 0.92476
H51 5.75883 5.90827 1.78427
H52 5.93906 7.79613 -0.15875
H53 7.53692 6.73366 -2.09065
N6 -5.32077 0.21681 -0.29607
C27 -6.62266 -0.02760 -0.64803
C28 -6.63224 -0.50174 -1.94082
C29 -5.28829 -0.55058 -2.38200
C30 -4.49949 -0.10415 -1.34545
H54 -5.01396 0.57675 0.59833
H55 -7.42877 0.15780 0.04913
H56 -7.51204 -0.78328 -2.50475
H57 -4.93395 -0.87694 -3.35123
H58 -3.42706 0.01353 -1.26544
N7 3.09242 1.59732 -5.56475
C31 4.31298 2.20731 -5.69400
C32 4.69857 2.65563 -4.45041
C33 3.67730 2.29821 -3.53800
C34 2.69926 1.64333 -4.25250
H59 2.56483 1.17801 -6.31937
H60 4.80060 2.27137 -6.65750
H61 5.61682 3.18206 -4.22454
H62 3.65773 2.49655 -2.47416
H63 1.75909 1.20846 -3.94051
N8 -7.43748 0.91820 -4.94733
C35 -8.65641 0.34041 -5.19008
C36 -9.43740 1.25825 -5.85628
C37 -8.66007 2.42873 -6.02650
C38 -7.42870 2.18995 -5.45848
H64 -6.66502 0.47519 -4.46705
H65 -8.86369 -0.67111 -4.86746
H66 -10.45644 1.10127 -6.18527
H67 -8.96542 3.34672 -6.51182
H68 -6.54979 2.81495 -5.37333
N9 -1.84419 -6.42434 4.50370
C39 -1.47405 -7.02936 5.67651
C40 -1.77122 -8.37018 5.57601
C41 -2.33501 -8.58227 4.29523
C42 -2.36544 -7.36449 3.65334
H69 -1.74705 -5.43859 4.29757
H70 -1.03354 -6.45528 6.48062
H71 -1.59931 -9.11527 6.34192
H72 -2.68093 -9.52225 3.88503
H73 -2.71367 -7.08699 2.66739
N10 -4.95198 2.97551 -9.39272
C43 -3.73143 3.58549 -9.52197
C44 -3.34583 4.03381 -8.27838
C45 -4.36710 3.67639 -7.36597
C46 -5.34515 3.02151 -8.08046
H74 -5.47957 2.55619 -10.14734
H75 -3.24380 3.64956 -10.48547
H76 -2.42758 4.56025 -8.05251
H77 -4.38667 3.87473 -6.30212
H78 -6.28532 2.58664 -7.76848

Forces on atoms 1 to 6 (eV/Å):
-0.293 0.291 0.310
0.194 1.102 1.490
-2.787 1.518 0.266
0.624 -0.959 0.737
-0.059 0.634 -0.594
1.776 0.611 -0.614

Results of the Mulliken charge analysis, in e, for atoms 1 through 4: -1.052 0.426 -0.585 0.330

---

# 2
The following is a quantum chemistry calculation of 7 unconnected molecules or ions with the total composition C46H78O14S6, from the OMol25 dataset.

LUMO level: -1.2 eV
SMILES: CCCCCCCCCCCCC1=CC(=O)c2ccccc2C1=O.O=S1(=O)CCCC1.O=S1(=O)CCCC1.O=S1(=O)CCCC1.O=S1(=O)CCCC1.O=S1(=O)CCCC1.O=S1(=O)CCCC1
frontier orbital gap: 0.309 Eh

Cartesian coordinates (Å):
C1 -2.34594 3.64624 5.32740
C2 -2.56703 4.17412 3.89323
C3 -4.03721 4.13773 3.42946
C4 -4.40759 3.04386 2.43116
C5 -4.81644 1.72869 3.09718
C6 -3.66344 0.78043 3.47015
C7 -3.40171 -0.17297 2.30605
C8 -2.06530 -0.92508 2.34245
C9 -2.23220 -2.25759 1.61636
C10 -0.97045 -2.92590 1.02657
C11 -1.24052 -3.49175 -0.36913
C12 -0.03810 -3.61981 -1.30648
C13 0.47932 -2.37394 -1.99043
C14 1.00150 -2.45270 -3.22642
C15 1.61892 -1.29032 -3.90801
O1 1.64844 -1.18405 -5.12061
C16 2.23908 -0.30199 -2.98987
C17 3.33792 0.47918 -3.35511
C18 3.90857 1.31986 -2.39544
C19 3.38512 1.41565 -1.10559
C20 2.24306 0.67883 -0.76105
C21 1.69152 -0.18484 -1.71224
C22 0.48974 -1.01518 -1.36979
O2 -0.39106 -0.56372 -0.66910
H1 -3.28480 3.41730 5.81881
H2 -1.75002 4.34376 5.90520
H3 -1.77675 2.72069 5.29950
H4 -1.99511 3.54835 3.21385
H5 -2.17374 5.17598 3.82825
H6 -4.68977 4.06075 4.29489
H7 -4.25315 5.09831 2.97000
H8 -3.59589 2.83987 1.73065
H9 -5.26261 3.40887 1.86271
H10 -5.47361 1.92510 3.93606
H11 -5.40910 1.18830 2.35504
H12 -2.75176 1.32361 3.70554
H13 -3.98795 0.22408 4.34083
H14 -4.17224 -0.94169 2.37548
H15 -3.53893 0.34235 1.35823
H16 -1.29076 -0.30949 1.89118
H17 -1.78017 -1.08231 3.38045
H18 -2.72973 -2.97627 2.26191
H19 -2.92813 -2.07460 0.80261
H20 -0.14745 -2.22300 1.00354
H21 -0.65277 -3.71262 1.70391
H22 -1.61092 -4.50723 -0.24061
H23 -2.02589 -2.95027 -0.88642
H24 -0.30619 -4.32356 -2.08807
H25 0.81234 -4.06981 -0.79436
H26 1.02266 -3.37740 -3.78398
H27 3.73496 0.40159 -4.35293
H28 4.78753 1.89228 -2.65108
H29 3.83290 2.03488 -0.34627
H30 1.79990 0.72964 0.21901
C23 2.66573 7.75904 1.66412
C24 3.46643 6.47969 1.94195
C25 2.88955 5.84263 3.21258
S1 1.16551 6.34232 3.28202
O3 0.97600 7.18780 4.43215
O4 0.31224 5.20616 3.04776
C26 1.19839 7.37375 1.81791
H31 2.87057 8.15912 0.67191
H32 2.92706 8.52579 2.39645
H33 3.35507 5.79051 1.10191
H34 4.52927 6.68374 2.05734
H35 2.93796 4.75771 3.19454
H36 3.37546 6.21850 4.11045
H37 0.53294 8.22126 1.96277
H38 0.85425 6.76536 0.98195
C27 -9.90089 -0.92137 4.65802
C28 -9.48499 -0.84011 3.18286
C29 -8.13886 -0.10637 3.12538
S2 -7.32397 -0.43384 4.69496
O5 -7.20458 0.80229 5.42345
O6 -6.18682 -1.29172 4.48139
C30 -8.65999 -1.38400 5.41491
H39 -10.73525 -1.60512 4.80684
H40 -10.20640 0.06517 5.01273
H41 -9.37277 -1.84905 2.78083
H42 -10.23368 -0.32897 2.57964
H43 -7.50152 -0.46571 2.32188
H44 -8.26586 0.97119 3.04273
H45 -8.69905 -1.19109 6.48416
H46 -8.44936 -2.43693 5.23017
C31 3.14009 -4.13028 -8.14564
C32 3.48272 -2.85143 -7.36860
C33 4.51798 -3.22464 -6.30544
S3 5.41306 -4.64117 -6.94967
O7 5.11758 -5.76600 -6.09581
O8 6.77077 -4.27137 -7.25242
C34 4.47373 -4.80234 -8.46552
H47 2.57115 -3.91656 -9.04872
H48 2.53895 -4.79242 -7.51847
H49 3.90531 -2.11076 -8.05055
H50 2.60243 -2.41332 -6.90526
H51 5.22445 -2.42269 -6.10731
H52 4.04367 -3.53726 -5.37636
H53 4.38450 -5.85516 -8.72256
H54 5.01750 -4.26993 -9.24483
C35 -4.36654 4.61589 -2.56127
C36 -4.18123 6.11336 -2.84588
C37 -5.03886 6.88304 -1.83243
S4 -5.14925 5.83310 -0.37571
O9 -6.52049 5.42654 -0.20474
O10 -4.40579 6.43111 0.70158
C38 -4.22428 4.45739 -1.05057
H55 -3.63665 4.00873 -3.09468
H56 -5.36299 4.29888 -2.87640
H57 -3.13032 6.37992 -2.71694
H58 -4.46046 6.36863 -3.86711
H59 -4.59356 7.83157 -1.54473
H60 -6.05137 7.04406 -2.19685
H61 -4.63330 3.52765 -0.66313
H62 -3.18849 4.57204 -0.73224
C39 4.60981 -8.47511 -2.50878
C40 5.18815 -7.09242 -2.83794
C41 4.33752 -6.05388 -2.09854
S5 3.68583 -6.87972 -0.64260
O11 2.25171 -6.96250 -0.76670
O12 4.29692 -6.32990 0.54001
C42 4.39033 -8.48788 -0.99760
H63 5.27483 -9.27759 -2.82328
H64 3.65495 -8.60897 -3.02162
H65 6.22183 -7.03663 -2.49059
H66 5.18882 -6.89669 -3.90753
H67 4.91758 -5.19200 -1.77848
H68 3.48883 -5.72778 -2.69754
H69 3.70546 -9.26081 -0.65725
H70 5.33388 -8.55733 -0.45757
C43 6.02230 -0.64369 0.01226
C44 7.41749 -1.22076 0.29365
C45 7.71706 -0.99860 1.78120
S6 6.12284 -0.98194 2.61246
O13 5.90408 0.33515 3.15537
O14 5.98967 -2.15458 3.43279
C46 5.12736 -1.15995 1.13500
H71 5.64636 -0.94446 -0.96484
H72 6.06155 0.44771 0.03490
H73 7.41939 -2.29021 0.07460
H74 8.17891 -0.75728 -0.33204
H75 8.32228 -1.79341 2.20864
H76 8.19066 -0.03551 1.96078
H77 4.20319 -0.59890 1.25370
H78 4.90866 -2.22092 1.01538

Forces on atoms 1 to 6 (eV/Å):
0.351 -0.187 -0.559
-0.506 -0.696 0.411
0.535 0.460 -0.235
-0.283 -0.154 0.582
0.237 -0.141 -0.569
-0.331 0.390 -0.479

Results of the Mulliken charge analysis, in e, for atoms 1 through 4: -1.373 -0.114 -0.998 -0.237